DFT (ωB97M-V/def2-TZVPD) results for a structure of composition C33H47AuGeN2OPSeSi.

Each line ends with the Löwdin spin population.
Element x y z (Å)
Au (0.528, 1.109, -0.090)  0.120
O (0.736, 3.586, -1.166)  0.007
C (-0.330, 4.330, -0.614)  0.000
C (-1.501, 3.426, -0.331)  0.002
C (-2.769, 3.985, -0.302)  0.000
C (-3.859, 3.203, 0.023)  0.000
C (-3.656, 1.862, 0.311)  0.000
C (-2.375, 1.362, 0.258)  0.001
N (-1.309, 2.129, -0.059)  0.002
H (1.547, 4.101, -1.110)  0.000
H (-0.666, 5.109, -1.302)  0.000
H (-0.042, 4.812, 0.326)  0.000
H (-2.888, 5.033, -0.542)  0.000
H (-4.853, 3.631, 0.048)  0.000
H (-4.473, 1.207, 0.573)  0.000
H (-2.172, 0.324, 0.489)  0.001
N (2.051, -0.115, 0.009)  0.689
P (2.925, -0.766, -1.211)  0.091
C (2.591, -0.103, -2.847)  -0.004
C (1.292, -0.242, -3.347)  -0.002
C (0.958, 0.306, -4.572)  0.000
C (1.915, 1.005, -5.302)  -0.001
C (3.201, 1.153, -4.807)  0.000
C (3.543, 0.602, -3.577)  -0.001
C (2.698, -2.547, -1.259)  0.031
C (2.909, -3.120, -2.457)  0.006
C (3.063, -4.542, -2.773)  0.002
C (3.296, -5.576, -1.961)  -0.001
C (3.495, -5.627, -0.480)  0.000
C (2.551, -3.267, 0.056)  0.009
C (4.650, -0.456, -0.797)  0.021
C (5.672, -1.113, -1.482)  0.003
C (6.994, -0.853, -1.158)  0.001
C (7.298, 0.054, -0.150)  -0.001
C (6.283, 0.702, 0.539)  0.001
C (4.957, 0.448, 0.218)  0.009
H (0.546, -0.786, -2.776)  0.000
H (-0.045, 0.189, -4.962)  0.000
H (1.654, 1.436, -6.260)  0.000
H (3.942, 1.699, -5.375)  0.000
H (4.547, 0.724, -3.194)  0.000
H (2.985, -2.468, -3.320)  0.001
H (2.993, -4.767, -3.832)  0.000
H (3.367, -6.546, -2.446)  0.000
H (2.659, -6.193, -0.052)  0.000
H (2.638, -2.528, 0.860)  0.001
H (5.438, -1.834, -2.257)  0.000
H (7.787, -1.365, -1.687)  0.000
H (8.332, 0.250, 0.103)  0.000
H (6.522, 1.399, 1.331)  0.000
H (4.159, 0.935, 0.763)  0.006
C (-5.113, -5.154, -0.139)  -0.001
Ge (-5.643, -3.461, 0.665)  0.050
C (-5.170, -3.427, 2.556)  -0.003
C (-7.553, -3.178, 0.404)  0.033
C (-4.665, -2.003, -0.187)  0.596
Se (-2.252, -2.656, 0.139)  0.136
C (-1.990, -2.453, -1.785)  -0.003
H (-5.791, -5.951, 0.168)  0.000
H (-4.101, -5.416, 0.171)  0.000
H (-5.135, -5.089, -1.229)  0.000
H (-5.552, -4.303, 3.081)  0.000
H (-5.570, -2.534, 3.040)  0.000
H (-4.083, -3.416, 2.655)  0.000
H (-8.116, -4.004, 0.843)  0.004
H (-7.785, -3.130, -0.660)  0.000
H (-7.877, -2.249, 0.875)  0.000
H (-4.710, -1.039, 0.312)  0.023
H (-4.739, -1.902, -1.271)  0.032
H (-2.710, -3.078, -2.307)  0.001
H (-0.984, -2.782, -2.036)  -0.001
H (-2.128, -1.414, -2.081)  0.000
C (0.154, -4.970, -1.104)  0.000
Si (0.773, -3.934, 0.310)  0.017
C (3.675, -4.310, 0.262)  0.002
C (0.754, -4.924, 1.886)  0.001
C (-0.295, -2.412, 0.569)  0.112
H (0.590, -5.971, -1.085)  0.000
H (0.374, -4.533, -2.080)  0.000
H (-0.930, -5.072, -1.004)  0.000
H (4.372, -6.255, -0.292)  0.000
H (3.751, -4.533, 1.328)  0.000
H (4.629, -3.861, -0.029)  0.000
H (1.149, -5.933, 1.755)  0.000
H (-0.278, -5.018, 2.236)  0.000
H (1.330, -4.431, 2.673)  0.000
H (0.048, -1.538, 0.014)  0.005
H (-0.287, -2.136, 1.627)  0.000

Atoms 1-6, force components in eV/Å:
Au -0.13 -0.07 -0.08
O 0.01 0.16 -0.05
C 0.05 -0.12 -0.03
C -0.03 -0.06 0.01
C -0.07 0.04 -0.03
C -0.05 0.01 -0.01

<S²> = 2.0176
highest occupied orbital energy (spin up / spin down) = -9.158 / -10.335 eV
DFT total energy = -182724.35774 eV
maximum force = 0.869 eV/A
Kohn-Sham gap (spin up / spin down) = 0.2528 / 0.2304 Ha
relative energy (zero: lowest compared OMol25 entry of this formula, charge and spin) = 1.4958 eV
total charge = +1
2S+1 = 3